Record 1
C17H34MnN6SbSeSi | ωB97M-V with the def2-TZVPD basis set

LUMO energy (spin up / spin down) = -0.005 / 0.016 Ha
Frontier orbital gap (spin up / spin down) = 6.48 / 7.53 eV
HOMO (spin up / spin down) = -6.630 / -7.088 eV

Geometry as ORCA input:
```
! RIJCOSX wB97M-V def2-TZVPD def2/J DEFGRID3
* xyz 0 5
Mn 0.589 0.032 -0.440
C 1.414 1.254 3.053
C 0.619 0.023 2.738
C -0.031 -0.692 3.733
C -0.724 -1.851 3.393
C -0.705 -2.299 2.096
C 0.006 -1.560 1.130
N 0.626 -0.399 1.476
N 0.143 -1.871 -0.171
Si 0.478 -3.473 -0.760
C -0.907 -4.761 -0.474
C 2.022 -4.045 0.235
C 0.900 -3.265 -2.601
H 0.870 1.906 3.730
H 1.652 1.797 2.140
H 2.344 0.962 3.542
H 0.016 -0.344 4.753
H -1.260 -2.407 4.151
H -1.239 -3.179 1.786
H -1.014 -5.016 0.579
H -0.663 -5.680 -0.997
H -1.870 -4.418 -0.842
H 1.785 -4.159 1.292
H 2.828 -3.314 0.152
H 2.399 -4.999 -0.122
H 0.066 -2.847 -3.156
H 1.176 -4.208 -3.057
H 1.733 -2.578 -2.733
C 5.255 -0.319 0.166
Sb 3.324 -0.048 -0.773
C 3.309 2.109 -0.557
C 4.094 0.036 -2.787
H 5.949 0.421 -0.205
H 5.626 -1.307 -0.069
H 5.173 -0.224 1.240
H 3.996 2.552 -1.276
H 3.598 2.392 0.452
H 2.292 2.455 -0.766
H 4.999 0.639 -2.788
H 3.324 0.491 -3.407
H 4.316 -0.958 -3.166
C -4.973 3.298 0.838
C -4.747 3.187 -0.668
C -4.881 1.745 -1.149
C -3.389 3.799 -1.058
N -2.287 3.084 -0.481
C -1.691 1.977 -0.941
N -0.707 1.674 -0.108
N -0.739 2.602 0.853
N -1.666 3.435 0.641
H -5.958 2.916 1.095
H -4.915 4.336 1.157
H -4.232 2.728 1.394
H -5.507 3.785 -1.176
H -4.156 1.088 -0.670
H -4.747 1.677 -2.226
H -5.874 1.372 -0.905
H -3.332 4.831 -0.700
H -3.265 3.791 -2.145
H -1.951 1.446 -1.836
Se 0.508 0.383 -2.607
*
```

Record 2
C17H34O2P2Ru | ωB97M-V with the def2-TZVPD basis set

LUMO energy (spin up / spin down) = -0.217 / -0.240 Ha
Energy above the lowest of the compared OMol25 structures with the same formula, charge and spin = 4.952 eV
Frontier orbital gap (spin up / spin down) = 5.04 / 7.15 eV
HOMO (spin up / spin down) = -10.938 / -13.691 eV

Geometry as ORCA input:
```
! RIJCOSX wB97M-V def2-TZVPD def2/J DEFGRID3
* xyz 2 5
P 1.276 1.264 1.990
P 0.461 -2.550 -0.334
C 0.106 0.584 0.740
C -0.167 -1.014 0.195
H -0.011 1.461 -0.372
H -0.909 0.798 1.159
H -0.806 -1.343 1.076
H -1.000 -0.806 -0.596
C 1.135 -2.337 -1.937
H 1.703 -3.236 -2.124
H 1.773 -1.426 -2.012
H 0.304 -2.248 -2.659
C -0.759 -3.816 -0.079
H -1.423 -3.852 -0.976
H -1.380 -3.579 0.805
H -0.238 -4.767 0.069
C 2.172 2.764 1.617
H 2.865 2.864 2.500
H 1.450 3.573 1.574
H 2.771 2.677 0.687
C 0.165 1.383 3.359
H -0.330 0.404 3.516
H -0.564 2.149 3.102
H 0.810 1.656 4.219
Ru 0.557 0.301 -1.371
C -2.249 0.241 -1.779
C -1.071 0.428 -2.554
C -1.044 1.651 -3.428
C -1.052 2.945 -2.581
C -0.662 2.697 -1.143
C -1.669 2.669 -0.160
C -3.046 2.282 -0.424
C -3.309 1.201 -1.566
C 2.475 -0.061 2.230
H -2.526 -0.784 -1.465
H -0.537 -0.460 -2.986
H -1.847 1.756 -4.179
H -0.120 1.576 -4.005
H -0.331 3.605 -3.051
H -2.014 3.433 -2.723
H 0.336 3.122 -0.910
H -1.445 3.018 0.859
H -3.719 3.133 -0.656
H -3.452 1.879 0.520
H -4.191 0.677 -1.208
H -3.666 1.752 -2.432
H 1.917 -0.861 2.627
H 3.306 0.165 2.915
H 2.887 -0.325 1.242
C 2.567 -3.936 2.442
C 2.360 -3.807 0.993
O 2.787 -4.411 0.036
O 1.487 -2.703 0.834
H 2.700 -4.953 2.770
H 1.701 -3.495 2.935
H 3.466 -3.336 2.699
*
```

Record 3
C17H35AsF5N6S2Tl | ωB97M-V with the def2-TZVPD basis set

LUMO energy = -0.229 Ha
Frontier orbital gap = 8.16 eV
HOMO = -14.394 eV

Geometry as ORCA input:
```
! RIJCOSX wB97M-V def2-TZVPD def2/J DEFGRID3
* xyz 2 1
Tl -0.029 -0.273 0.206
C -1.642 -1.155 3.007
C -1.129 0.253 3.330
N -0.541 0.959 2.175
C 0.621 1.793 2.534
C 1.782 0.998 3.138
S 2.170 -0.587 2.331
C 1.404 -1.818 3.435
C 0.333 -2.669 2.768
N -0.752 -1.917 2.132
H -2.604 -1.082 2.500
H -1.819 -1.673 3.956
H -0.383 0.200 4.117
H -1.952 0.841 3.740
H -1.242 1.551 1.736
H 0.328 2.567 3.249
H 0.946 2.307 1.626
H 1.630 0.794 4.196
H 2.685 1.605 3.086
H 1.032 -1.304 4.319
H 2.203 -2.475 3.775
H -0.060 -3.358 3.525
H 0.792 -3.281 1.988
H -1.316 -2.583 1.619
C -5.910 0.839 -1.434
C -4.568 1.403 -1.696
N -4.189 2.012 -2.771
N -2.884 2.326 -2.556
C -2.433 1.935 -1.371
S -0.866 2.180 -0.753
N -3.509 1.342 -0.798
N -3.501 0.805 0.486
H -6.549 1.063 -2.283
H -6.354 1.274 -0.538
H -5.859 -0.244 -1.310
H -2.362 2.825 -3.261
H -3.723 -0.184 0.420
H -4.210 1.273 1.044
F -0.748 -3.098 -0.505
C -1.282 -1.886 -0.820
F -2.572 -1.895 -0.312
C -1.400 -1.825 -2.343
F -1.995 -0.675 -2.705
F -2.093 -2.828 -2.847
F -0.169 -1.832 -2.873
C 1.299 1.257 -3.736
C 2.190 0.194 -3.117
As 2.262 0.148 -1.162
C 3.569 -1.249 -0.828
C 2.950 -2.633 -0.961
C 3.064 1.843 -0.628
C 4.438 2.076 -1.247
H 1.405 1.228 -4.820
H 1.567 2.262 -3.408
H 0.253 1.087 -3.491
H 3.234 0.335 -3.406
H 1.904 -0.805 -3.444
H 3.980 -1.082 0.167
H 4.374 -1.085 -1.548
H 2.174 -2.799 -0.208
H 3.711 -3.400 -0.824
H 2.499 -2.789 -1.942
H 3.117 1.843 0.463
H 2.355 2.622 -0.917
H 5.161 1.329 -0.919
H 4.814 3.053 -0.948
H 4.400 2.062 -2.336
*
```

Record 4
C17H35AuN3S2Si4 | ωB97M-V with the def2-TZVPD basis set

LUMO energy = -0.149 Ha
Energy above the lowest of the compared OMol25 structures with the same formula, charge and spin = 0.470 eV
Frontier orbital gap = 7.01 eV
HOMO = -11.058 eV

Geometry as ORCA input:
```
! RIJCOSX wB97M-V def2-TZVPD def2/J DEFGRID3
* xyz 1 1
Au 0.025 -1.899 -0.833
C 3.474 -2.508 3.793
S 3.719 -1.987 2.084
C 2.127 -2.069 1.418
S 2.185 -1.502 -0.293
N 1.134 -2.502 2.141
N -0.034 -2.510 1.451
C -1.130 -2.948 1.890
C -2.249 -2.995 0.912
C -3.462 -3.538 1.294
C -4.484 -3.668 0.366
C -4.263 -3.246 -0.931
C -3.030 -2.696 -1.243
N -2.047 -2.557 -0.353
H 4.406 -2.973 4.106
H 2.663 -3.227 3.846
H 3.258 -1.648 4.422
H -1.288 -3.342 2.895
H -3.592 -3.874 2.314
H -5.432 -4.103 0.653
H -5.020 -3.336 -1.697
H -2.824 -2.340 -2.244
C 3.137 0.786 -2.799
Si 2.652 1.605 -1.195
C 2.379 3.445 -1.473
C 3.901 1.417 0.176
Si 0.455 0.924 -0.578
Si -1.169 1.006 -2.320
C -1.064 2.775 -2.925
C -2.877 0.713 -1.618
C -0.753 -0.174 -3.708
Si -0.213 1.399 1.642
C 0.988 0.798 2.932
C -0.204 3.275 1.592
C -1.937 0.758 1.969
H 4.091 1.198 -3.138
H 2.397 0.984 -3.577
H 3.259 -0.294 -2.706
H 3.339 3.930 -1.673
H 1.949 3.937 -0.599
H 1.732 3.645 -2.328
H 4.793 1.991 -0.091
H 4.202 0.386 0.344
H 3.521 1.821 1.117
H -1.209 3.498 -2.120
H -1.849 2.949 -3.666
H -0.108 2.984 -3.406
H -3.158 1.535 -0.957
H -2.955 -0.212 -1.052
H -3.609 0.681 -2.430
H 0.216 0.061 -4.151
H -1.510 -0.094 -4.493
H -0.714 -1.213 -3.374
H 1.964 1.274 2.819
H 1.126 -0.280 2.912
H 0.598 1.069 3.917
H 0.797 3.669 1.414
H -0.537 3.655 2.563
H -0.878 3.682 0.836
H -1.992 -0.326 1.851
H -2.672 1.213 1.305
H -2.223 0.998 2.997
*
```

Record 5
C17H35BNO4P2Zn | ωB97M-V with the def2-TZVPD basis set

LUMO energy = -0.154 Ha
Energy above the lowest of the compared OMol25 structures with the same formula, charge and spin = 0.000 eV
Frontier orbital gap = 5.66 eV
HOMO = -9.860 eV

Geometry as ORCA input:
```
! RIJCOSX wB97M-V def2-TZVPD def2/J DEFGRID3
* xyz 1 1
Zn 0.101 -0.543 -1.495
P -2.071 0.078 -1.322
C -2.222 0.934 -2.945
C -0.875 1.359 -3.526
N 0.256 0.913 -2.946
C 1.487 1.282 -3.345
C 1.623 2.101 -4.455
C 0.479 2.531 -5.125
C -0.780 2.168 -4.649
C 2.691 0.798 -2.549
P 2.353 -0.672 -1.486
H -1.704 2.491 -5.129
H 2.627 2.364 -4.781
H 0.573 3.141 -6.020
H 3.521 0.555 -3.228
H 3.036 1.595 -1.872
H -2.720 0.232 -3.600
H -2.879 1.806 -2.801
H -1.855 -4.297 -3.716
O -1.599 -4.599 -4.595
H -0.955 -3.946 -4.903
H -0.749 -2.512 3.002
O -0.878 -1.852 0.847
H -0.891 -2.790 0.617
C 3.189 -2.014 -2.369
H 4.122 -1.653 -2.821
H 3.409 -2.823 -1.661
H 2.527 -2.396 -3.157
C 3.243 -0.441 0.072
H 3.372 -1.425 0.539
H 4.227 0.017 -0.098
H 2.651 0.174 0.761
C -2.423 1.345 -0.070
H -3.476 1.658 -0.126
H -2.223 0.900 0.917
H -1.777 2.222 -0.214
C -3.419 -1.115 -1.169
H -3.454 -1.430 -0.117
H -4.380 -0.672 -1.471
H -3.196 -1.986 -1.802
C -1.460 -0.023 5.079
C -0.907 0.317 3.700
C -1.204 1.795 3.463
O -1.591 -0.451 2.743
B -0.628 -1.508 2.226
O 0.722 -0.830 2.355
C 0.672 -0.065 3.526
C 1.593 1.151 3.434
C 1.162 -0.943 4.674
H -2.524 0.244 5.117
H -0.951 0.543 5.868
H -1.378 -1.095 5.283
H -2.283 1.971 3.558
H -0.706 2.427 4.207
H -0.898 2.112 2.460
H 1.617 1.685 4.394
H 2.619 0.832 3.216
H 1.281 1.848 2.650
H 0.530 -1.834 4.783
H 2.181 -1.285 4.454
H 1.193 -0.390 5.619
*
```

Record 6
C17H35Cl4CuO7S3 | ωB97M-V with the def2-TZVPD basis set

LUMO energy = -0.044 Ha
Frontier orbital gap = 7.10 eV
HOMO = -8.304 eV

Geometry as ORCA input:
```
! RIJCOSX wB97M-V def2-TZVPD def2/J DEFGRID3
* xyz 0 1
Cu 18.985 6.095 9.487
C 17.954 5.550 6.247
O 18.206 5.996 7.528
H 17.008 5.976 5.849
H 18.714 5.971 5.570
H 17.852 4.459 6.141
C 15.698 7.756 9.668
C 14.427 8.414 10.259
C 13.619 7.208 10.749
S 13.808 5.912 9.482
O 12.759 5.957 8.491
O 14.094 4.631 10.087
C 15.276 6.658 8.752
H 16.321 7.389 10.492
H 16.348 8.487 9.183
H 13.870 9.066 9.588
H 14.757 9.055 11.077
H 12.551 7.243 10.956
H 14.100 6.733 11.608
H 14.862 7.043 7.820
H 15.951 5.821 8.581
C 16.946 2.652 9.025
C 17.555 2.091 7.742
C 19.056 2.348 7.778
S 19.477 2.627 9.548
O 19.730 4.056 9.669
O 20.481 1.698 9.985
C 17.843 2.227 10.185
H 15.927 2.287 9.144
H 16.924 3.731 9.196
H 17.053 2.572 6.906
H 17.466 1.006 7.679
H 19.420 3.268 7.317
H 19.766 1.591 7.449
H 17.799 2.686 11.171
H 17.830 1.143 10.326
C 13.721 6.261 4.268
C 13.778 5.061 3.314
C 15.262 4.894 3.015
S 15.755 6.588 2.592
O 15.357 6.905 1.247
O 17.144 6.709 2.978
C 14.614 7.401 3.761
H 14.136 5.914 5.214
H 12.691 6.593 4.379
H 13.211 5.183 2.387
H 13.351 4.155 3.748
H 15.666 4.237 2.252
H 15.696 4.704 4.001
H 14.154 8.272 3.307
H 15.220 7.725 4.605
Cl 20.444 6.314 0.619
C 20.931 6.318 2.334
C 20.276 7.485 3.050
Cl 21.120 9.018 2.699
H 22.016 6.377 2.350
H 20.624 5.397 2.827
H 20.295 7.359 4.129
H 19.270 7.539 2.642
Cl 16.380 10.447 4.316
C 17.855 9.608 4.882
C 17.744 9.151 6.311
Cl 17.557 10.552 7.409
H 18.715 10.273 4.837
H 18.031 8.762 4.221
H 18.649 8.592 6.561
H 16.988 8.390 6.505
*
```

Record 7
C17H35ClIN2OP2Ru | ωB97M-V with the def2-TZVPD basis set

LUMO energy (spin up / spin down) = -0.351 / -0.477 Ha
Frontier orbital gap (spin up / spin down) = 7.93 / 4.82 eV
HOMO (spin up / spin down) = -17.493 / -17.784 eV

Geometry as ORCA input:
```
! RIJCOSX wB97M-V def2-TZVPD def2/J DEFGRID3
* xyz 3 5
C -2.159 -1.487 -1.581
I -0.083 -2.346 -1.598
H -2.241 -0.555 -0.997
H -2.770 -2.275 -1.119
H -2.451 -1.284 -2.627
Ru -0.267 -0.188 -0.139
P -0.712 -1.249 1.772
C 0.239 -2.779 2.057
C -0.572 -0.381 3.373
H -0.998 -1.037 4.149
H -2.731 -2.062 2.714
H -1.126 0.568 3.358
H -3.049 -0.831 1.442
H 1.302 -2.517 2.140
H 0.484 -0.183 3.601
C -2.458 -1.720 1.707
H -0.097 -3.239 2.998
H -2.624 -2.517 0.972
H 0.093 -3.480 1.226
P 0.624 1.217 -1.712
C 2.114 0.666 -2.615
C -0.708 1.406 -2.934
H 0.322 3.362 -0.575
H 1.141 3.527 -2.153
H 2.054 2.934 -0.735
C 1.080 2.929 -1.235
H -1.615 1.718 -2.410
H -0.405 2.184 -3.643
H 2.240 1.294 -3.513
H 1.990 -0.380 -2.930
H -0.882 0.457 -3.456
H 3.001 0.757 -1.966
Cl -1.947 1.412 0.318
C 7.823 -0.167 1.174
C 7.295 1.244 1.264
N 5.952 1.380 1.848
C 5.896 1.076 3.279
C 6.785 2.018 4.077
C 4.892 1.033 1.016
O 5.046 0.601 -0.131
C 3.519 1.283 1.542
C 3.224 2.384 2.357
C 1.895 2.704 2.557
C 0.922 1.941 1.903
N 1.203 0.826 1.180
C 2.505 0.484 0.999
H 7.829 -0.662 2.144
H 8.846 -0.118 0.796
H 7.242 -0.764 0.475
H 7.955 1.848 1.889
H 7.249 1.684 0.259
H 4.865 1.147 3.650
H 6.236 0.042 3.421
H 6.566 3.066 3.852
H 6.589 1.877 5.145
H 7.850 1.840 3.900
H 4.051 2.945 2.804
H 1.612 3.545 3.181
H -0.131 2.225 1.952
H 2.727 -0.416 0.388
*
```

Record 8
C17H35N3S2Si4Ti | ωB97M-V with the def2-TZVPD basis set

LUMO energy (spin up / spin down) = -0.281 / -0.281 Ha
Frontier orbital gap (spin up / spin down) = 6.08 / 6.08 eV
HOMO (spin up / spin down) = -13.730 / -13.729 eV

Geometry as ORCA input:
```
! RIJCOSX wB97M-V def2-TZVPD def2/J DEFGRID3
* xyz 2 1
Ti 0.978 -0.489 -0.406
C -3.440 2.389 1.840
S -3.454 1.075 0.597
C -1.778 0.739 0.423
S -1.404 -0.356 -0.926
N -0.854 1.242 1.168
N 0.392 0.766 0.935
C 1.428 1.572 1.043
C 2.715 0.953 0.922
C 3.932 1.591 1.197
C 5.083 0.844 1.246
C 5.016 -0.539 1.030
C 3.814 -1.101 0.697
N 2.677 -0.380 0.594
H -4.472 2.714 1.944
H -2.821 3.204 1.477
H -3.066 2.004 2.785
H 1.300 2.618 1.299
H 3.941 2.654 1.402
H 6.030 1.315 1.472
H 5.904 -1.150 1.103
H 3.719 -2.157 0.486
C -1.954 -5.504 -0.178
Si -2.423 -3.724 -0.543
C -3.884 -3.086 0.454
C -2.592 -3.370 -2.386
Si -0.592 -2.354 0.420
Si -0.471 -2.323 2.914
C 1.371 -2.010 3.175
C -1.523 -1.076 3.838
C -0.882 -4.111 3.316
Si 2.053 -2.014 -2.168
C 1.258 -3.618 -2.751
C 1.322 -0.463 -3.086
C 3.927 -2.080 -2.369
H -2.750 -6.171 -0.519
H -1.812 -5.685 0.888
H -1.042 -5.798 -0.700
H -4.772 -3.672 0.202
H -4.100 -2.043 0.216
H -3.733 -3.170 1.532
H -3.648 -3.340 -2.661
H -2.122 -4.150 -2.987
H -2.162 -2.411 -2.671
H 1.627 -0.963 3.014
H 1.975 -2.627 2.508
H 1.651 -2.263 4.200
H -1.300 -0.049 3.544
H -1.308 -1.171 4.906
H -2.591 -1.249 3.702
H -0.311 -4.808 2.699
H -1.943 -4.335 3.193
H -0.629 -4.317 4.359
H 0.180 -3.520 -2.887
H 1.445 -4.429 -2.046
H 1.696 -3.908 -3.710
H 0.241 -0.539 -3.215
H 1.752 -0.408 -4.088
H 1.549 0.512 -2.616
H 4.347 -2.930 -1.827
H 4.441 -1.179 -2.030
H 4.173 -2.225 -3.423
*
```